Computed, not measured: 8 unconnected molecules or ions with the total composition C64H77B2Cl14N6O5 in a non-equilibrium geometry, with wB97M-V/def2-TZVPD.

Cartesian coordinates (Å):
C (4.4460, -0.1085, 4.5399)
C (4.2612, 0.5422, 3.1656)
C (4.4952, -0.4460, 2.0239)
C (4.0368, 0.1380, 0.6715)
C (2.8250, -0.5924, 0.0992)
C (2.2814, 0.0814, -1.1798)
C (0.7417, -0.0232, -1.2920)
C (0.0893, 1.3667, -1.4131)
C (-0.0287, 1.9782, 0.0217)
N (0.6042, 3.3459, 0.0965)
C (-0.2329, 4.3450, 0.5888)
N (-1.1992, 4.8979, -0.1328)
B (-1.5854, 4.6426, -1.5732)
O (-2.6012, 3.7537, -1.7957)
O (-0.9762, 5.3506, -2.5319)
C (-1.4487, 5.1861, -3.8817)
N (-0.1311, 4.8267, 1.8556)
B (0.1018, 6.3300, 1.9295)
C (-1.1468, 7.2800, 1.8816)
O (1.3478, 6.8694, 2.0487)
C (0.6934, 4.0877, 2.8334)
C (-0.2467, 3.4587, 3.8959)
C (-1.5620, 3.0061, 3.2804)
C (-2.4632, 2.1887, 4.2207)
C (-3.6207, 1.6693, 3.3601)
N (-3.1772, 0.4099, 2.7171)
C (-3.9540, 0.0905, 1.5943)
N (-4.6857, -0.9358, 1.4620)
N (-3.8323, 1.0205, 0.5039)
O (1.4479, 3.0414, 2.2821)
C (1.8243, 3.2645, 0.9424)
C (2.8245, 4.4204, 0.7733)
C (2.6593, 5.2931, -0.4736)
C (3.1240, 4.5015, -1.7118)
O (2.3027, 4.7704, -2.8391)
H (3.7977, -0.9815, 4.6103)
H (5.4817, -0.4158, 4.6359)
H (4.2281, 0.6053, 5.3291)
H (4.9787, 1.3651, 3.0974)
H (3.2668, 0.9912, 3.0694)
H (5.5675, -0.6316, 1.9664)
H (3.9587, -1.3735, 2.2279)
H (3.8642, 1.2150, 0.7739)
H (4.8499, 0.0289, -0.0516)
H (2.0419, -0.6635, 0.8584)
H (3.1866, -1.6080, -0.1204)
H (2.5984, 1.1301, -1.1542)
H (2.7545, -0.3758, -2.0469)
H (0.4797, -0.6563, -2.1400)
H (0.3545, -0.5355, -0.4075)
H (0.7629, 1.9944, -1.9997)
H (-0.8613, 1.3363, -1.9384)
H (-1.0861, 2.0586, 0.2571)
H (0.4815, 1.2809, 0.6785)
H (-1.7843, 5.5803, 0.3274)
H (-3.0536, 3.5050, -0.9807)
H (-2.4824, 5.5029, -3.9804)
H (-0.8437, 5.8416, -4.5038)
H (-1.2948, 4.1747, -4.2485)
H (-1.3053, 7.5263, 0.8213)
H (-0.9579, 8.2297, 2.3735)
H (-2.0641, 6.8056, 2.2287)
H (1.8201, 7.0091, 1.2219)
H (1.3538, 4.7666, 3.3760)
H (0.2877, 2.5965, 4.2931)
H (-0.3808, 4.1826, 4.7010)
H (-2.1632, 3.8502, 2.9481)
H (-1.3045, 2.3299, 2.4618)
H (-2.8481, 2.8834, 4.9689)
H (-1.9213, 1.3624, 4.6759)
H (-4.5096, 1.4912, 3.9697)
H (-3.8485, 2.4017, 2.5914)
H (-3.2948, -0.3150, 3.4172)
H (-4.6470, -1.4868, 2.3153)
H (-4.6690, 0.8811, -0.0549)
H (-3.0741, 0.6691, -0.0772)
H (2.3291, 2.3536, 0.6324)
H (3.8132, 3.9674, 0.6858)
H (2.8472, 4.9795, 1.7062)
H (1.6564, 5.6868, -0.6375)
H (3.3773, 6.1083, -0.3668)
H (4.1423, 4.8109, -1.9603)
H (3.1643, 3.4293, -1.5061)
H (2.1149, 3.9500, -3.2947)
Cl (-3.8173, -8.3665, -0.9464)
C (-3.9372, -6.6795, -0.5935)
C (-5.0660, -6.1324, 0.0028)
Cl (-6.4150, -7.1152, 0.4491)
C (-5.1223, -4.7669, 0.2486)
C (-4.0574, -3.9532, -0.1011)
C (-2.9298, -4.5043, -0.6890)
C (-2.8687, -5.8639, -0.9335)
H (-6.0030, -4.3412, 0.7096)
H (-4.1047, -2.8891, 0.0860)
H (-2.0943, -3.8725, -0.9578)
H (-1.9908, -6.2959, -1.3944)
Cl (-2.9460, -8.4194, -9.0745)
C (-2.9444, -8.2392, -7.3558)
C (-2.1427, -7.2956, -6.7281)
Cl (-1.1108, -6.2413, -7.6325)
C (-2.1610, -7.1831, -5.3460)
C (-2.9785, -8.0067, -4.5907)
C (-3.7840, -8.9470, -5.2175)
C (-3.7654, -9.0625, -6.5974)
H (-1.5332, -6.4475, -4.8618)
H (-2.9880, -7.9137, -3.5143)
H (-4.4266, -9.5902, -4.6318)
H (-4.3897, -9.7939, -7.0907)
Cl (0.0592, -3.8129, -4.0272)
C (1.2052, -3.4780, -5.2745)
C (2.5438, -3.2686, -4.9855)
Cl (3.1467, -3.3543, -3.3653)
C (3.4394, -2.9959, -6.0089)
C (2.9987, -2.9382, -7.3180)
C (1.6603, -3.1559, -7.6078)
C (0.7648, -3.4233, -6.5879)
H (4.4831, -2.8338, -5.7781)
H (3.7009, -2.7265, -8.1128)
H (1.3141, -3.1175, -8.6277)
H (-0.2796, -3.5934, -6.8102)
Cl (-2.4583, 4.1958, -8.8865)
C (-1.4169, 5.5518, -8.6512)
C (-0.2789, 5.4689, -7.8577)
Cl (0.1837, 3.9954, -7.0643)
C (0.5237, 6.5876, -7.6819)
C (0.1963, 7.7827, -8.2990)
C (-0.9363, 7.8633, -9.0961)
C (-1.7407, 6.7508, -9.2701)
H (1.4072, 6.5201, -7.0621)
H (0.8260, 8.6502, -8.1580)
H (-1.1945, 8.7938, -9.5823)
H (-2.6253, 6.8107, -9.8883)
Cl (6.6720, 0.5203, 6.7759)
C (6.2245, -0.1982, 8.2833)
C (6.3937, -1.5571, 8.5101)
Cl (7.0689, -2.5932, 7.3025)
C (6.0176, -2.1064, 9.7273)
C (5.4764, -1.3017, 10.7154)
C (5.3108, 0.0579, 10.4894)
C (5.6840, 0.6076, 9.2749)
H (6.1495, -3.1652, 9.8994)
H (5.1844, -1.7360, 11.6616)
H (4.8913, 0.6907, 11.2594)
H (5.5569, 1.6657, 9.0941)
Cl (2.3545, -5.6118, 2.9047)
C (3.6444, -5.5155, 1.7590)
C (3.5371, -4.7376, 0.6139)
Cl (2.1067, -3.8174, 0.2910)
C (4.5891, -4.6855, -0.2885)
C (5.7462, -5.4072, -0.0494)
C (5.8549, -6.1824, 1.0965)
C (4.8055, -6.2358, 1.9981)
H (4.5036, -4.0805, -1.1795)
H (6.5620, -5.3644, -0.7579)
H (6.7573, -6.7462, 1.2888)
H (4.8856, -6.8386, 2.8916)
Cl (-5.2386, -1.3156, 4.8686)
C (-6.9273, -1.6906, 4.7294)
C (-7.3965, -2.9720, 4.9788)
Cl (-6.3303, -4.2467, 5.4463)
C (-8.7512, -3.2429, 4.8513)
C (-9.6289, -2.2387, 4.4797)
C (-9.1560, -0.9566, 4.2347)
C (-7.8049, -0.6837, 4.3590)
H (-9.1162, -4.2418, 5.0435)
H (-10.6831, -2.4574, 4.3811)
H (-9.8391, -0.1696, 3.9464)
H (-7.4305, 0.3124, 4.1679)

Atoms 1-6, force components in eV/Å:
-0.247 0.251 -0.812
0.021 -0.177 0.345
0.026 0.911 -0.216
0.333 -0.467 -0.023
0.691 0.288 -0.338
-0.206 -0.465 0.756

Total energy, a.u.: -9682.0762
Total charge: +1
Frontier orbital gap, Ha: 0.29115
LUMO, eV: -2.26